Computed, not measured: a cluster of 12 separate species, C48H70Cl10N6O2 in total, with ωB97M-V with the def2-TZVPD basis set.

Bonds (Å) are listed after each position.
Element x y z (Å)
1 O 4.34998 0.48104 6.65487  C2 1.165
2 C 3.74439 0.30548 5.67571  O1 1.165, C3 1.532, C16 1.532
3 C 3.16276 -1.08740 5.41523  C2 1.532, C4 1.377, C8 1.414
4 C 3.34742 -2.06344 6.36908  C3 1.377, C5 1.362, H17 1.080
5 C 2.76987 -3.29401 6.28672  C4 1.362, C6 1.407, H18 1.080
6 C 1.98424 -3.53896 5.14572  C5 1.407, C7 1.365, H19 1.080
7 C 1.86561 -2.60048 4.16189  C6 1.365, C8 1.395, H20 1.080
8 C 2.47348 -1.34537 4.20786  C3 1.414, C7 1.395, C9 1.558
9 C 2.33909 -0.31159 3.05065  C8 1.558, O10 1.247, C11 1.519
10 O 1.88234 -0.58562 1.92344  C9 1.247
11 C 2.79607 1.08107 3.44867  C9 1.519, C12 1.393, C16 1.413
12 C 2.53228 2.08494 2.51931  C11 1.393, C13 1.338, H21 1.080
13 C 3.04304 3.31490 2.65002  C12 1.338, C14 1.405, H22 1.080
14 C 3.82523 3.63918 3.77136  C13 1.405, C15 1.438, H23 1.080
15 C 4.04259 2.67659 4.81717  C14 1.438, C16 1.398, H24 1.080
16 C 3.52107 1.39400 4.62044  C2 1.532, C11 1.413, C15 1.398
17 H 3.74119 -1.76574 7.32967  C4 1.080
18 H 2.86053 -3.95935 7.13259  C5 1.080
19 H 1.45656 -4.48078 5.17653  C6 1.080
20 H 1.31241 -2.90909 3.28717  C7 1.080
21 H 2.19343 1.78013 1.54020  C12 1.080
22 H 2.92329 3.90558 1.75384  C13 1.080
23 H 4.16919 4.65213 3.91980  C14 1.080
24 H 4.52643 2.88677 5.75956  C15 1.080
25 C 9.28555 3.48929 -1.05812  C26 1.658, H30 1.090, H31 1.090, H32 1.090
26 C 7.86933 2.62659 -1.04232  C25 1.658, C27 1.616, H33 1.090, H34 1.090
27 C 7.00182 2.84889 -2.38723  C26 1.616, C28 1.445, H35 1.090, H36 1.090
28 C 5.62140 2.49118 -2.15305  C27 1.445, N29 1.199
29 N 4.45658 2.32134 -1.92477  C28 1.199
30 H 8.91220 4.51326 -1.07270  C25 1.090
31 H 9.96495 3.25591 -1.87790  C25 1.090
32 H 9.96865 3.32264 -0.22522  C25 1.090
33 H 7.21406 2.83639 -0.19692  C26 1.090
34 H 8.03998 1.55088 -0.99970  C26 1.090
35 H 7.34239 2.26319 -3.24109  C27 1.090
36 H 6.84269 3.87666 -2.71353  C27 1.090
37 C -2.92777 5.41702 2.26802  C38 1.527, H42 1.090, H43 1.090, H44 1.090
38 C -2.60425 3.93189 2.12557  C37 1.527, C39 1.516, H45 1.090, H46 1.090
39 C -1.13563 3.73624 2.44762  C38 1.516, C40 1.466, H47 1.090, H48 1.090
40 C -0.77373 3.54028 3.85482  C39 1.466, N41 1.210
41 N -0.50687 3.35945 5.02059  C40 1.210
42 H -2.27907 6.26844 2.06216  C37 1.090
43 H -3.34356 5.54426 3.26753  C37 1.090
44 H -3.70493 5.76803 1.58912  C37 1.090
45 H -2.86957 3.58700 1.12619  C38 1.090
46 H -3.13372 3.28306 2.82325  C38 1.090
47 H -0.47606 4.52203 2.07937  C39 1.090
48 H -0.74117 2.77943 2.10554  C39 1.090
49 C -6.17331 -2.49945 0.17712  C50 1.502, H54 1.090, H55 1.090, H56 1.090
50 C -5.05298 -1.52094 0.38333  C49 1.502, C51 1.601, H57 1.090, H58 1.090
51 C -3.80632 -1.66119 -0.61179  C50 1.601, C52 1.519, H59 1.090, H60 1.090
52 C -4.28503 -1.20812 -1.98075  C51 1.519, N53 1.163
53 N -4.68061 -0.88968 -3.02737  C52 1.163
54 H -6.95412 -2.44309 0.93557  C49 1.090
55 H -5.74487 -3.50058 0.22483  C49 1.090
56 H -6.63862 -2.41461 -0.80492  C49 1.090
57 H -4.78318 -1.61705 1.43503  C50 1.090
58 H -5.42144 -0.49594 0.34202  C50 1.090
59 H -3.57592 -2.72566 -0.65539  C51 1.090
60 H -2.94978 -1.08611 -0.26004  C51 1.090
61 C -1.81002 -5.35730 1.17287  C62 1.645, H66 1.090, H67 1.090, H68 1.090
62 C -2.92052 -6.47738 1.63942  C61 1.645, C63 1.587, H69 1.090, H70 1.090
63 C -4.09682 -5.89850 2.53437  C62 1.587, C64 1.505, H71 1.090, H72 1.090
64 C -5.38676 -6.64766 2.73645  C63 1.505, N65 1.147
65 N -6.35239 -7.24732 2.89363  C64 1.147
66 H -1.07214 -5.87371 0.55891  C61 1.090
67 H -1.27787 -4.88736 1.99997  C61 1.090
68 H -2.40034 -4.61305 0.63835  C61 1.090
69 H -2.41025 -7.31218 2.11986  C62 1.090
70 H -3.19788 -7.07636 0.77201  C62 1.090
71 H -4.19986 -4.86593 2.20077  C63 1.090
72 H -3.63406 -5.87023 3.52086  C63 1.090
73 C -0.40365 -0.51096 -2.58310  C74 1.566, H78 1.090, H79 1.090, H80 1.090
74 C 0.42245 0.72965 -2.10119  C73 1.566, C75 1.461, H81 1.090, H82 1.090
75 C 0.70090 0.66481 -0.66806  C74 1.461, C76 1.517, H83 1.090, H84 1.090
76 C -0.46606 0.69495 0.30047  C75 1.517, N77 1.165
77 N -1.36866 0.74119 1.03584  C76 1.165
78 H -0.52504 -0.52805 -3.66618  C73 1.090
79 H -1.33092 -0.69882 -2.04183  C73 1.090
80 H 0.25852 -1.35836 -2.40549  C73 1.090
81 H -0.08522 1.66144 -2.35048  C74 1.090
82 H 1.29689 0.81867 -2.74580  C74 1.090
83 H 1.42219 1.44513 -0.42531  C75 1.090
84 H 1.27920 -0.20618 -0.35975  C75 1.090
85 C -5.97188 1.89605 -1.40163  C86 1.550, H90 1.090, H91 1.090, H92 1.090
86 C -5.79274 2.93243 -2.54002  C85 1.550, C87 1.520, H93 1.090, H94 1.090
87 C -5.47281 2.38914 -3.92254  C86 1.520, C88 1.461, H95 1.090, H96 1.090
88 C -6.58154 1.75049 -4.62862  C87 1.461, N89 1.141
89 N -7.42344 1.24935 -5.21357  C88 1.141
90 H -6.71967 1.15262 -1.67772  C85 1.090
91 H -6.36175 2.28624 -0.46150  C85 1.090
92 H -5.04504 1.39729 -1.11820  C85 1.090
93 H -4.87939 3.40300 -2.17604  C86 1.090
94 H -6.63149 3.62637 -2.59519  C86 1.090
95 H -4.68478 1.65045 -3.77607  C87 1.090
96 H -5.17051 3.15203 -4.63996  C87 1.090
97 Cl 6.71373 -0.59338 -2.01756  C98 1.754
98 C 5.80069 -1.90536 -1.29443  Cl97 1.754, C99 1.481, H101 1.090, H102 1.090
99 C 4.67329 -1.46454 -0.44145  C98 1.481, Cl100 1.755, H103 1.090, H104 1.090
100 Cl 4.02983 -2.73266 0.58690  C99 1.755
101 H 6.54964 -2.39069 -0.66863  C98 1.090
102 H 5.34964 -2.62580 -1.97681  C98 1.090
103 H 3.83088 -1.19727 -1.07941  C99 1.090
104 H 4.81939 -0.55209 0.13664  C99 1.090
105 Cl 1.60001 -4.80799 -4.65802  C106 1.763
106 C 3.26733 -4.70372 -4.09594  Cl105 1.763, C107 1.548, H109 1.090, H110 1.090
107 C 3.47630 -5.56194 -2.82435  C106 1.548, Cl108 1.772, H111 1.090, H112 1.090
108 Cl 5.18227 -5.58942 -2.34419  C107 1.772
109 H 3.56341 -3.67221 -3.90503  C106 1.090
110 H 3.86860 -5.17763 -4.87182  C106 1.090
111 H 3.13117 -6.57924 -3.00900  C107 1.090
112 H 3.03684 -5.14831 -1.91666  C107 1.090
113 Cl -1.44707 -1.80678 5.18008  C114 1.759
114 C -3.00374 -1.02736 4.92815  Cl113 1.759, C115 1.550, H117 1.090, H118 1.090
115 C -2.98419 -0.12991 3.66512  C114 1.550, Cl116 1.804, H119 1.090, H120 1.090
116 Cl -4.59792 0.59848 3.31943  C115 1.804
117 H -3.34358 -0.67854 5.90331  C114 1.090
118 H -3.71265 -1.79693 4.62268  C114 1.090
119 H -2.74092 -0.67576 2.75355  C115 1.090
120 H -2.26520 0.68841 3.70380  C115 1.090
121 Cl -3.23126 -0.80918 -8.59325  C122 1.752
122 C -3.28843 -0.63284 -6.85078  Cl121 1.752, C123 1.433, H125 1.090, H126 1.090
123 C -2.24460 0.23691 -6.39650  C122 1.433, Cl124 1.850, H127 1.090, H128 1.090
124 Cl -0.52554 -0.23380 -6.89315  C123 1.850
125 H -3.25435 -1.63728 -6.42884  C122 1.090
126 H -4.28563 -0.36613 -6.50071  C122 1.090
127 H -2.36593 0.19287 -5.31417  C123 1.090
128 H -2.46991 1.23928 -6.76064  C123 1.090
129 Cl 2.21395 6.25152 -2.94572  C130 1.850
130 C 0.98128 5.47721 -4.08717  Cl129 1.850, C131 1.606, H133 1.090, H134 1.090
131 C 0.60764 3.98606 -3.62300  C130 1.606, Cl132 1.772, H135 1.090, H136 1.090
132 Cl -0.51169 3.39359 -4.86200  C131 1.772
133 H 1.50306 5.55119 -5.04130  C130 1.090
134 H 0.12513 6.13251 -4.24750  C130 1.090
135 H 0.02170 3.96058 -2.70423  C131 1.090
136 H 1.40062 3.24526 -3.72533  C131 1.090

## Properties
Gap between HOMO and LUMO (hartree): 0.3161
DFT total energy (eV): -189167.45351
Net charge: 0
Highest occupied orbital energy (Eh): -0.359
SMILES: O=C1c2ccccc2C(=O)c2ccccc21.CCCC#N.CCCC#N.CCCC#N.CCCC#N.CCCC#N.CCCC#N.ClCCCl.ClCCCl.ClCCCl.ClCCCl.ClCCCl